Entry from the Open Molecules 2025 dataset: a structure of composition C30H46BrCsIN6O2 at a distorted geometry (ωB97M-V with the def2-TZVPD basis set).

Last column: Löwdin charge in e.
Atoms and positions in Å:
Cs 0.320 -0.267 0.671  1.246
C -4.166 2.480 1.136  -0.049
C -3.623 1.150 1.610  -0.180
C -3.812 0.023 0.797  -0.180
C -4.606 0.132 -0.486  -0.030
C -3.328 -1.223 1.202  -0.205
C -3.536 -2.447 0.343  -0.041
C -2.677 -1.358 2.435  -0.226
C -2.322 -2.739 2.934  -0.040
C -2.448 -0.230 3.226  -0.210
C -1.682 -0.341 4.525  -0.038
C -2.961 1.018 2.835  -0.182
C -2.847 2.166 3.815  -0.037
H -3.881 2.662 0.100  0.086
H -3.802 3.312 1.730  0.046
H -5.257 2.492 1.193  0.096
H -3.947 0.202 -1.357  0.087
H -5.250 1.006 -0.487  0.068
H -5.251 -0.736 -0.615  0.084
H -3.694 -2.181 -0.698  0.047
H -4.411 -3.013 0.676  0.102
H -2.673 -3.111 0.389  0.053
H -1.369 -3.093 2.531  0.025
H -3.087 -3.457 2.639  0.084
H -2.258 -2.764 4.018  0.077
H -1.101 0.559 4.715  0.076
H -0.992 -1.182 4.515  0.076
H -2.366 -0.476 5.367  0.101
H -1.837 2.582 3.834  0.076
H -3.072 1.816 4.822  0.086
H -3.545 2.969 3.597  0.071
C -1.388 -1.393 -2.444  -0.076
N -1.342 -0.725 -3.722  -0.107
C -1.629 -1.523 -4.900  -0.131
C -1.259 -0.556 -6.008  -0.132
N -0.202 0.238 -5.387  -0.086
C 0.253 1.374 -6.161  -0.049
C -0.335 0.182 -4.011  -0.358
N 0.297 0.758 -3.062  0.108
C 1.342 1.721 -3.290  -0.203
C 1.612 2.618 -2.106  -0.155
N 0.681 3.056 -1.336  0.175
C 0.663 4.205 -0.656  -0.259
N -0.095 4.433 0.423  -0.055
C -0.766 3.488 1.296  -0.023
C 0.078 5.796 0.908  -0.081
C 0.815 6.481 -0.242  -0.085
N 1.214 5.360 -1.083  -0.060
C 1.974 5.620 -2.285  -0.009
H -2.365 -1.861 -2.344  0.080
H -1.255 -0.659 -1.653  0.009
H -0.612 -2.164 -2.352  0.072
H -2.675 -1.827 -4.928  0.127
H -1.000 -2.423 -4.930  0.130
H -2.112 0.080 -6.277  0.130
H -0.892 -1.048 -6.907  0.126
H 0.282 1.068 -7.205  0.093
H 1.258 1.675 -5.881  0.073
H -0.425 2.233 -6.079  0.101
H 1.102 2.427 -4.097  0.102
H 2.281 1.223 -3.565  0.134
H 2.627 3.019 -2.054  0.144
H 2.011 1.307 -0.999  0.010
H -0.907 2.541 0.789  0.065
H -1.727 3.917 1.572  0.085
H -0.170 3.312 2.195  0.103
H 0.667 5.784 1.830  0.136
H -0.892 6.244 1.120  0.132
H 1.693 7.035 0.087  0.133
H 0.172 7.161 -0.807  0.132
H 1.658 6.580 -2.696  0.101
H 1.794 4.847 -3.026  0.080
H 3.044 5.669 -2.076  0.105
O 2.198 1.031 -0.058  -0.483
O 1.294 1.834 0.652  -0.727
Br 3.597 -4.897 1.823  0.731
C 2.642 -6.102 0.717  -0.733
C 3.147 -7.381 0.530  -0.124
C 2.468 -8.286 -0.267  -0.070
C 1.279 -7.923 -0.880  -0.076
C 0.770 -6.648 -0.700  -0.158
C 1.453 -5.738 0.094  -0.715
I 0.618 -3.823 0.327  0.944
H 4.072 -7.660 1.016  0.105
H 2.871 -9.280 -0.407  0.112
H 0.741 -8.629 -1.498  0.110
H -0.158 -6.356 -1.171  0.092

## Properties
Energy relative to the best compared isomer or geometry (same formula, charge and spin) = 125.9 kcal per mole
Net charge = +1
Gap between HOMO and LUMO = 7.836 eV
HOMO energy = -10.36 eV
Energy = -4541.25900 a.u.